# C34H78GaN10O6P2

A structure of composition C34H78GaN10O6P2 in a non-equilibrium geometry (ωB97M-V/def2-TZVPD, OMol25).

```
! RIJCOSX wB97M-V def2-TZVPD def2/J DEFGRID3
* xyz 3 1
Ga 1.8857 -0.1333 0.0051
C 2.3676 0.6425 5.1630
N 1.8379 -0.4076 4.2774
C 1.0475 -1.4016 4.9962
C 1.4738 0.1419 3.0274
N 2.2892 -0.0354 1.9869
C 3.6877 -0.4146 2.3340
C 4.4252 -1.0292 1.1748
N 4.1478 -0.2973 -0.0622
C 4.6849 1.0784 -0.0837
C 3.5242 2.0732 -0.0826
N 2.3911 1.5299 -0.8539
C 1.7968 2.3711 -1.7336
N 1.1440 1.9023 -2.8019
C 0.1434 2.7109 -3.4909
C 1.3168 0.5456 -3.2721
N 1.8966 3.7100 -1.6116
C 2.2757 4.5631 -2.7359
C 1.7440 4.3916 -0.3362
C 4.5538 -1.1091 -1.2225
C 3.3440 -1.8419 -1.8091
N 2.2801 -1.9667 -0.7979
C 1.7170 -3.1854 -0.7335
N 1.2941 -3.7320 0.4243
C 0.4635 -4.9360 0.4487
C 1.8288 -3.3349 1.7211
N 1.5941 -3.9454 -1.8508
C 1.2246 -3.3511 -3.1238
C 2.0596 -5.3299 -1.9295
N 0.4273 0.9536 2.9007
C 0.5842 2.2133 2.1645
C -0.6462 1.0199 3.8896
H 1.5850 1.1256 5.7565
H 2.8822 1.4085 4.5808
H 3.0903 0.1933 5.8436
H 1.7045 -1.8621 5.7345
H 0.7134 -2.1878 4.3210
H 0.1919 -0.9886 5.5353
H 3.6982 -1.1036 3.1714
H 4.2056 0.4917 2.6647
H 4.1042 -2.0570 1.0185
H 5.4974 -1.0488 1.3974
H 5.2914 1.2122 -0.9768
H 5.3375 1.2609 0.7720
H 3.8534 3.0162 -0.5094
H 3.2302 2.2787 0.9517
H -0.2299 3.4773 -2.8181
H -0.6893 2.0608 -3.7658
H 0.5369 3.1693 -4.3982
H 1.0143 -0.1945 -2.5226
H 2.3486 0.3749 -3.5711
H 0.6852 0.3984 -4.1447
H 2.5272 3.9601 -3.6035
H 3.1592 5.1384 -2.4550
H 1.4799 5.2617 -2.9994
H 1.3649 3.6941 0.4032
H 1.0072 5.1876 -0.4552
H 2.6792 4.8420 0.0044
H 5.3381 -1.8060 -0.9193
H 4.9800 -0.4715 -1.9931
H 3.6592 -2.8183 -2.1723
H 2.9884 -1.2941 -2.6767
H 1.0558 -5.8468 0.5331
H -0.1469 -4.9870 -0.4493
H -0.1887 -4.8919 1.3198
H 2.7714 -3.8456 1.9344
H 1.1133 -3.6241 2.4899
H 1.9681 -2.2634 1.7805
H 0.8245 -2.3548 -2.9561
H 0.4477 -3.9654 -3.5827
H 2.0679 -3.3025 -3.8175
H 2.5820 -5.6106 -1.0200
H 2.7670 -5.4093 -2.7569
H 1.2422 -6.0291 -2.1096
H 0.5262 3.0281 2.8920
H -0.1789 2.3439 1.4171
H 1.5625 2.2301 1.6978
H -0.8862 0.0416 4.2875
H -1.5298 1.4028 3.3793
H -0.3924 1.7012 4.7039
C -3.1461 4.4644 2.3302
C -3.6844 3.4719 1.3271
C -4.7372 2.5515 1.8992
O -2.5414 2.6554 0.8879
P -2.0621 2.2380 -0.5466
O -0.5973 2.3246 -0.6540
C -2.5652 0.5093 -0.7219
P -1.4574 -0.8554 -0.2928
O 0.0130 -0.7128 0.0360
O -1.4438 -1.8541 -1.5009
C -2.5106 -2.4991 -2.3121
C -2.4174 -1.9310 -3.7101
C -3.9064 -2.3991 -1.7333
O -2.2486 -1.4628 0.9084
C -1.7953 -2.6795 1.6106
C -2.8873 -3.7189 1.5277
C -1.4559 -2.2584 3.0218
O -2.8121 3.1084 -1.6028
C -3.9545 3.0620 -2.5380
C -3.8309 1.9314 -3.5414
C -5.2735 3.0318 -1.8036
H -3.9494 5.1217 2.6626
H -2.3630 5.0810 1.8909
H -2.7486 3.9498 3.2069
H -4.0535 3.9951 0.4475
H -4.3465 2.0151 2.7653
H -5.0858 1.8251 1.1647
H -5.5999 3.1330 2.2242
H -2.8438 0.3426 -1.7589
H -3.4505 0.3432 -0.1047
H -2.1976 -3.5432 -2.3063
H -2.7953 -0.9065 -3.7439
H -3.0256 -2.5303 -4.3878
H -1.3926 -1.9426 -4.0759
H -4.2955 -1.3834 -1.7487
H -3.9756 -2.7904 -0.7206
H -4.5641 -2.9964 -2.3656
H -0.8961 -3.0169 1.0884
H -3.8329 -3.3099 1.8843
H -2.6302 -4.5667 2.1634
H -3.0196 -4.0932 0.5131
H -2.3301 -1.8281 3.5113
H -0.6560 -1.5152 3.0006
H -1.1290 -3.1194 3.6063
H -3.8388 4.0125 -3.0547
H -4.2961 1.0110 -3.1811
H -2.7915 1.7380 -3.8115
H -4.3596 2.2136 -4.4513
H -5.3487 2.1472 -1.1676
H -6.0805 2.9767 -2.5349
H -5.4341 3.9263 -1.2060
*
```

Properties
**F_max**: 1.2 eV/A
**Kohn-Sham gap**: 9.677 eV
**Energy**: -4948.23125 hartree
**HOMO energy**: -16.066 eV
**ΔE to the lowest compared entry with this formula, charge and spin**: 0.0 kJ/mol

Atom charges from the Löwdin analysis, given in e for atoms 1 to 5: Ga 0.499; C -0.024; N -0.173; C -0.048; C -0.354